[1]
Entry from the OMol25 dataset: 2 unconnected molecules or ions with the total composition C2HCl2NS (ωB97M-V with the def2-TZVPD basis set).

```
7
Properties=species:S:1:pos:R:3:forces:R:3:mulliken_spin:R:1
Cl 0.288 -1.945 -0.793 -0.4 -1.2 -1.0 0.091
Cl 0.918 -0.862 1.787 -0.4 0.4 -0.8 0.048
S -2.159 0.122 0.603 0.0 1.4 -0.9 1.147
N 1.327 1.529 -0.992 -0.3 0.0 0.0 0.195
C 0.394 -0.574 0.120 1.4 0.2 1.7 0.635
C 0.891 0.585 -0.488 0.4 0.3 -0.1 -0.089
H -1.658 1.146 -0.237 -0.7 -1.1 1.0 -0.027
```
Forces are in eV/Å.

The HOMO energy (alpha / beta) comes out at -0.320 / -0.370 Eh. Its total energy is -39456.426 eV. Its spin multiplicity is 3. As for the expectation value of S²: 2.012.

=====

[2]
Entry from the OMol25 dataset: 10 unconnected molecules or ions with the total composition C36H99ClN9O13 (ωB97M-V with the def2-TZVPD basis set).

```
158
Properties=species:S:1:pos:R:3:forces:R:3:lowdin_charge:R:1
Cl -0.730 0.543 1.069 -0.5 0.9 0.3 0.610
O -1.801 -4.184 -1.554 0.7 0.5 -1.1 -0.174
O 3.720 -3.487 0.205 -0.3 0.2 0.4 -0.186
O -1.219 4.854 4.451 -0.5 0.2 -0.1 -0.171
O -3.591 -5.033 0.558 -0.1 -0.6 0.4 -0.193
O 0.567 1.150 1.119 1.3 -0.1 -0.1 -0.379
O -0.754 -0.676 1.827 0.3 -0.8 -0.2 -0.363
O -1.076 0.323 -0.316 -0.1 -0.5 -0.3 -0.376
O 3.775 4.825 2.768 0.2 0.0 -0.1 -0.188
O -1.710 4.735 -1.736 -0.4 -0.1 0.0 -0.205
O 1.861 -2.402 -3.687 -0.6 0.1 -0.1 -0.205
O -0.218 1.875 5.286 0.1 -0.6 0.8 -0.169
O -3.649 -1.983 -6.193 0.2 -0.7 -0.1 -0.203
O -1.650 1.459 1.662 -0.8 0.4 0.1 -0.349
N 1.390 1.170 -2.739 0.1 -0.5 -0.5 0.060
N -0.857 -5.686 1.001 0.5 -0.1 0.7 0.059
N 0.940 3.883 3.036 0.5 -0.4 -1.4 0.084
N 1.119 4.649 -4.068 0.0 -0.1 0.1 0.025
N -1.903 0.223 -5.994 -1.5 -0.7 -0.5 0.043
N 3.333 1.868 2.621 -0.1 0.1 -0.2 0.047
N -3.384 -6.245 -2.529 0.3 -0.3 -0.7 0.061
N 2.452 2.641 5.394 0.4 -1.0 0.2 0.047
N 3.325 -1.072 1.878 0.5 0.2 -0.8 0.054
C -3.606 -1.302 -4.957 0.2 0.3 -0.1 -0.204
C -1.076 -3.004 -1.232 0.1 -0.6 0.3 -0.074
C 2.083 -0.098 -3.018 0.4 0.4 1.0 -0.406
C -2.525 5.045 4.922 0.1 0.7 0.6 -0.151
C -0.690 4.083 -2.465 0.0 0.5 0.3 -0.214
C -2.629 -5.399 -3.472 -0.1 0.9 0.6 -0.416
C -1.711 -5.157 2.082 -0.2 0.6 -0.8 -0.403
C -4.914 -2.451 -6.579 -0.4 0.3 0.2 -0.120
C -0.987 5.749 -4.429 -0.9 -0.2 0.7 -0.066
C 4.753 5.103 3.734 1.0 -0.2 -0.1 -0.113
C -2.115 0.216 -3.571 -0.4 -1.3 0.0 -0.053
C 2.011 1.187 7.347 -0.9 -0.3 0.0 -0.073
C 5.006 1.812 0.823 0.7 0.3 -0.1 -0.070
C -1.524 1.389 5.249 -0.6 -0.7 -0.2 -0.124
C -3.363 -5.289 -4.792 -0.4 -0.3 -0.6 -0.073
C -4.769 -4.412 0.118 0.9 0.7 0.2 -0.118
C 2.248 -2.455 3.515 0.5 -0.9 0.5 -0.058
C 0.268 5.082 2.550 -0.2 -0.3 -0.2 -0.405
C 2.806 -3.406 1.299 0.3 -0.3 -0.3 -0.212
C 3.169 -4.229 -0.866 0.9 -0.2 -0.6 -0.104
C -2.529 3.910 -0.919 0.3 -0.1 -0.3 -0.084
C 4.284 3.997 1.745 0.2 -0.5 -0.2 -0.208
C 3.281 -2.443 2.380 -1.2 0.4 -0.1 -0.399
C 1.125 -3.422 -4.341 0.9 -0.2 0.3 -0.093
C -2.231 -0.651 -4.838 0.3 0.8 0.5 -0.427
C 2.647 -0.590 -1.686 0.1 -1.8 -1.0 -0.048
C -2.878 -4.322 1.536 -0.5 0.0 0.1 -0.225
C -1.182 5.089 3.053 0.8 -0.1 0.3 -0.208
C 0.211 5.263 1.023 0.1 -1.0 -0.1 -0.056
C 2.048 1.272 5.816 0.9 0.5 0.5 -0.422
C -2.435 -4.031 -2.803 -1.0 -0.6 0.1 -0.233
C 4.550 2.523 2.110 -1.0 -0.8 -0.5 -0.396
C -0.938 -4.212 2.994 -0.7 0.3 0.7 -0.071
C 1.199 -1.146 -3.708 0.8 0.4 0.1 -0.201
C 0.746 0.843 5.150 0.3 0.4 -0.1 -0.203
C -0.075 5.158 -3.364 1.1 -0.4 -0.4 -0.427
H 3.468 0.871 2.797 0.6 0.1 0.1 0.049
H -4.268 -4.677 -4.724 0.1 0.0 0.2 0.061
H -5.293 -3.885 0.927 -0.2 -0.3 0.1 0.083
H 0.741 -3.070 -5.302 -0.1 -0.1 0.0 0.090
H 5.328 4.202 3.980 -0.3 -0.1 0.3 0.076
H 2.913 1.605 7.792 -0.1 0.2 0.0 0.063
H -3.776 -1.964 -4.104 -0.1 -0.1 -0.1 0.108
H 5.527 5.785 3.352 -0.2 0.2 -0.2 0.084
H 3.961 -4.886 -1.240 -0.1 -0.2 0.1 0.086
H -1.980 -3.339 -3.521 0.6 0.0 0.2 0.101
H 3.090 3.019 6.090 -0.1 -0.1 0.1 0.050
H 0.861 1.456 -3.559 -0.1 0.1 0.2 0.047
H -3.317 4.542 -0.515 0.0 0.0 -0.1 0.088
H 0.069 3.690 -1.778 0.2 0.1 0.0 0.116
H 1.910 3.882 2.711 -0.1 0.6 0.8 0.025
H -1.953 5.988 -3.974 0.0 0.1 -0.1 0.071
H -0.112 -5.001 0.875 -0.2 0.0 -0.4 0.039
H -2.648 0.932 -5.998 0.5 0.4 0.4 0.073
H -0.496 -2.688 -2.102 -0.1 0.3 0.1 0.056
H -2.792 -4.922 -5.649 0.2 0.1 0.2 0.080
H -2.550 -3.328 1.201 0.2 -0.2 -0.4 0.119
H 1.861 -4.218 -4.478 -0.2 -0.1 -0.3 0.090
H -4.353 -5.936 -2.596 0.0 0.0 0.2 0.069
H 0.873 3.771 -4.519 0.1 0.0 0.0 0.055
H 2.861 0.614 5.472 -0.4 -0.5 0.0 0.116
H 2.318 -4.850 -0.584 -0.1 0.1 0.1 0.083
H -4.393 -0.532 -4.960 0.0 0.1 0.1 0.130
H -0.250 4.373 0.584 -0.3 0.1 0.1 0.049
H 3.585 3.995 0.904 -0.4 0.1 0.2 0.125
H -1.126 0.660 -3.531 -0.2 0.5 -0.1 0.042
H 2.682 -4.424 1.691 -0.2 0.0 0.2 0.125
H 2.658 1.802 1.862 -0.3 0.4 0.0 0.049
H -1.736 0.860 4.310 0.0 0.3 -0.2 0.078
H 2.423 -0.801 1.479 -0.2 -0.1 0.4 0.068
H -2.176 -6.026 2.558 0.2 0.1 0.3 0.137
H 1.842 -0.884 -1.007 0.1 0.7 0.4 0.085
H -1.605 6.076 2.819 -0.2 0.0 0.0 0.117
H -2.235 2.199 5.394 0.2 0.3 -0.3 0.070
H 0.899 0.636 4.086 0.1 0.0 -0.1 0.110
H 1.198 5.227 0.552 0.2 0.6 0.3 0.069
H 0.456 -0.104 5.626 -0.4 0.0 0.0 0.119
H 2.924 -3.592 -1.720 -0.4 0.1 0.2 0.060
H -0.350 -3.265 -0.461 -0.1 0.1 0.1 0.074
H -5.402 -5.172 -0.330 -0.1 0.1 -0.1 0.080
H 3.921 -1.040 1.050 0.2 -0.1 0.2 0.066
H -4.487 -3.623 -0.592 -0.3 -0.1 -0.3 0.077
H 3.029 2.396 4.583 -0.4 1.1 -0.3 0.021
H -3.701 -6.302 -5.028 0.0 0.1 -0.3 0.074
H -1.745 -2.228 -0.853 0.2 0.2 -0.1 0.084
H -2.517 5.040 6.015 0.2 -0.2 0.0 0.084
H -0.681 -3.294 2.457 0.2 -0.2 -0.2 0.057
H -3.268 4.307 4.602 0.2 -0.1 -0.4 0.081
H 1.082 -0.818 -4.749 -0.4 -0.1 -0.1 0.129
H -1.627 -5.790 -3.674 -0.1 -0.4 0.4 0.139
H 2.122 -3.477 3.894 -0.2 0.0 -0.3 0.069
H 1.895 0.176 7.752 0.2 -0.2 -0.4 0.066
H -1.472 -1.435 -4.789 0.0 -0.1 -0.2 0.107
H 3.127 -1.554 -1.898 0.1 0.2 0.0 0.057
H -2.959 0.906 -3.551 0.3 0.5 0.0 0.083
H -3.566 -4.095 2.368 0.1 -0.1 0.2 0.124
H -0.046 -4.615 3.474 -0.1 -0.2 -0.1 0.068
H -2.958 3.110 -1.531 -0.1 -0.1 0.1 0.083
H 1.864 4.440 -3.412 -0.1 -0.1 0.0 0.064
H -0.363 6.134 0.706 0.1 0.1 -0.1 0.078
H 2.966 0.096 -3.635 -0.2 0.1 -0.3 0.136
H -3.393 -7.179 -2.937 0.0 0.0 0.3 0.069
H 5.287 2.399 2.905 0.3 0.2 -0.2 0.125
H 5.205 4.397 1.302 0.2 0.2 0.3 0.121
H -1.023 3.200 -3.032 -0.5 0.2 -0.2 0.114
H -3.429 -3.590 -2.635 -0.2 -0.1 0.0 0.110
H 4.274 -2.715 2.741 0.0 -0.1 0.0 0.141
H -4.829 -2.948 -7.542 0.1 0.2 -0.1 0.089
H 0.301 5.925 -2.684 -0.3 0.2 -0.1 0.138
H 1.105 1.688 7.699 0.3 0.5 0.1 0.078
H -0.345 -6.455 1.436 -0.1 -0.1 -0.3 0.068
H -1.986 3.460 -0.085 0.1 -0.1 -0.1 0.057
H 1.846 -3.044 0.908 -0.2 0.0 0.2 0.117
H -2.866 6.052 4.641 -0.3 -0.1 -0.1 0.078
H -1.183 5.022 -5.222 0.1 -0.1 0.0 0.073
H -1.777 0.652 6.032 0.5 0.0 0.2 0.080
H 4.204 1.695 0.091 -0.3 0.1 0.3 0.066
H -1.779 4.311 2.564 0.1 0.0 -0.3 0.125
H 0.748 1.001 -1.965 -0.1 0.2 -0.1 0.051
H -5.381 -3.178 -5.905 0.3 0.0 0.3 0.072
H -2.274 -0.311 -6.793 0.8 -0.1 -0.1 0.062
H -2.180 -0.385 -2.659 -0.1 0.0 0.0 0.067
H 0.333 -3.852 -3.720 -0.2 0.3 0.0 0.069
H -1.615 -3.837 3.774 0.2 -0.2 0.2 0.085
H 0.230 -1.182 -3.206 -0.1 -0.1 0.0 0.093
H 2.572 -1.921 4.409 0.1 0.5 -0.3 0.071
H 4.344 5.531 4.644 -0.4 -0.1 -0.1 0.091
H 1.276 -2.084 3.190 0.1 0.1 -0.1 0.064
H 0.646 3.069 2.491 -0.8 0.0 0.3 0.049
H -0.596 6.655 -4.886 0.3 0.0 0.1 0.069
H 5.793 2.366 0.297 0.1 -0.1 0.1 0.073
H 5.379 0.815 1.055 0.0 0.0 0.0 0.065
H 0.817 5.929 2.969 -0.2 0.1 0.2 0.134
H 3.454 0.031 -1.311 -0.5 0.4 0.4 0.068
H -5.608 -1.604 -6.631 -0.1 0.0 -0.3 0.087
```
Forces are in eV/Å.

The HOMO energy comes out at -0.194 Eh. Its total energy is -91478.174 eV. As for the charge: -1.

=====

[3]
Entry from the OMol25 dataset: a molecular structure, C21H31ClNO2P2Y (ωB97M-V with the def2-TZVPD basis set).

```
59
Properties=species:S:1:pos:R:3:forces:R:3:lowdin_charge:R:1
Y -0.032 0.281 -0.925 3.0 1.6 0.1 0.729
Cl -0.741 0.364 -3.269 -0.4 -0.2 -0.1 -0.127
P 1.093 -2.348 -0.611 1.3 -0.5 -0.4 0.745
P -1.603 2.256 0.317 0.2 1.0 -0.2 0.725
O -0.026 -0.438 2.722 -0.4 0.7 -3.9 0.135
O -2.177 -1.345 1.125 -4.7 -4.0 -2.8 0.243
N 1.927 1.386 -0.502 -2.4 -1.6 -0.3 -0.155
C -1.602 3.582 -0.953 0.0 -0.2 -0.1 -0.240
C 2.610 5.217 1.093 -0.2 -0.2 0.0 -0.067
C 5.094 0.601 -2.279 0.2 -0.3 0.3 -0.065
C 2.513 4.110 1.949 0.1 0.3 -0.2 -0.080
C 2.044 2.676 0.050 0.2 1.1 0.3 -0.344
C -0.140 -0.248 1.587 1.4 -0.4 4.4 -0.133
C 3.789 1.022 -2.058 -0.2 0.0 0.7 -0.028
C -0.074 -3.724 -0.905 -0.1 -0.2 0.0 -0.283
C -3.383 1.872 0.397 0.1 0.0 0.2 -0.270
C -1.194 3.188 1.829 -0.2 -0.2 0.3 -0.228
C 2.247 -2.585 -2.028 -0.3 0.2 -0.3 -0.236
C 3.873 0.079 0.190 -0.2 0.2 -0.5 -0.072
C 3.180 0.804 -0.802 0.9 -0.4 -0.2 -0.336
C 2.094 3.797 -0.804 0.3 -0.2 0.5 -0.045
C 5.776 -0.118 -1.288 -0.2 -0.2 0.0 -0.069
C 5.153 -0.403 -0.065 0.3 0.1 -0.3 -0.081
C 2.405 5.052 -0.284 0.0 0.2 0.2 -0.065
C 2.167 -2.924 0.761 -0.3 0.0 0.5 -0.239
C -3.939 -2.489 -0.315 -0.3 -1.3 -0.7 0.102
C -2.967 -1.966 0.529 4.2 4.3 3.0 0.048
C 2.245 2.845 1.433 0.0 0.1 -0.5 -0.061
H 1.699 -2.698 1.726 0.1 -0.1 -0.1 0.036
H -1.758 3.123 -1.943 0.0 0.3 0.2 0.038
H 0.541 -4.622 -1.072 -0.5 0.1 0.1 0.064
H -3.414 -3.147 -1.058 -0.4 0.5 0.3 0.169
H -3.633 1.375 1.344 -0.1 0.2 -0.2 0.048
H 2.528 5.907 -0.958 -0.1 -0.3 0.3 0.117
H 5.607 0.857 -3.203 -0.2 -0.2 0.1 0.115
H -0.643 4.123 -0.953 -0.3 -0.3 0.0 0.044
H 2.000 3.638 -1.876 -0.1 0.1 0.1 0.112
H 3.120 -1.928 -1.934 -0.2 0.0 0.1 0.038
H -2.418 4.280 -0.708 0.3 -0.2 -0.2 0.065
H 3.151 -2.436 0.750 -0.4 0.0 -0.2 0.038
H -4.592 -3.132 0.284 -0.2 -0.1 0.1 0.162
H -0.674 -3.527 -1.807 0.3 -0.1 0.2 0.047
H 5.691 -0.964 0.703 -0.2 0.2 -0.3 0.114
H 2.593 -3.625 -2.109 -0.2 0.2 0.2 0.069
H -3.890 2.840 0.319 -0.3 -0.4 0.1 0.058
H 2.247 1.955 2.066 0.0 0.3 -0.1 0.103
H 2.327 -4.007 0.696 -0.1 0.2 -0.1 0.066
H 2.685 4.227 3.019 0.0 0.0 -0.3 0.113
H -1.171 2.517 2.699 0.0 0.3 -0.2 0.050
H 6.789 -0.477 -1.479 -0.3 0.2 0.1 0.114
H 1.716 -2.318 -2.949 0.2 -0.1 0.0 0.049
H -0.212 3.674 1.735 -0.3 -0.3 -0.1 0.037
H -4.513 -1.661 -0.767 0.2 -0.1 0.0 0.167
H 3.399 -0.077 1.162 0.1 0.1 -0.2 0.102
H -3.657 1.240 -0.461 -0.1 0.3 0.2 0.037
H -0.756 -3.882 -0.056 0.3 -0.1 -0.1 0.030
H -1.959 3.961 1.982 0.1 -0.2 0.0 0.069
H 2.836 6.204 1.502 0.0 -0.4 -0.2 0.114
H 3.239 1.574 -2.815 0.1 0.0 0.1 0.111
```
Forces are in eV/Å.

The HOMO energy comes out at -0.487 Eh. Its total energy is -59994.016 eV. As for the charge: +2.

=====

Energy above the lowest of the compared OMol25 structures with the same formula, charge and spin per entry: 6.50, 0.00, 9.93 kcal per mole